Entry 1:
This record from the OMol25 dataset describes a 8-piece molecular cluster, C24H34Cl4F2O14 overall. The level of theory is wB97M-V/def2-TZVPD.

Each line ends with the Löwdin charge.
Element x y z (Å)
O  -2.2657  2.4100  -0.7275  0.154
C  -1.8426  3.4325  -0.2767  -0.549
O  -1.2815  4.4118  -0.9940  0.055
C  -0.7398  5.4361  -0.0479  0.011
C  -1.3114  4.9524  1.2902  -0.235
F  -2.5421  5.7129  1.4296  -0.011
O  -1.8598  3.7160  1.0535  0.117
H  0.3480  5.3231  -0.1519  0.130
H  -1.1171  6.3764  -0.2572  0.110
H  -0.6065  4.9450  2.1268  0.160
O  -4.6027  2.4597  -3.1509  0.169
C  -4.2699  1.3570  -2.8409  -0.527
O  -3.0978  0.8061  -3.2313  0.049
C  -2.9033  -0.4194  -2.5775  -0.068
C  -4.2498  -0.6461  -1.8588  -0.321
F  -4.0601  -0.9208  -0.5624  0.080
O  -5.0240  0.5208  -2.0275  0.138
H  -2.5848  -1.1462  -3.3146  0.136
H  -2.1059  -0.3639  -1.8243  0.114
H  -4.8198  -1.4969  -2.2646  0.168
O  -0.3727  -1.4254  -0.1263  0.056
C  -0.3347  -2.5920  0.2917  -0.523
C  -0.7741  -3.8712  -0.4403  -0.093
C  -0.1217  -4.9171  0.3726  -0.131
C  0.1722  -4.2232  1.7780  -0.112
O  0.2176  -2.8493  1.4280  -0.023
H  -1.8558  -3.8797  -0.3831  0.114
H  -0.5050  -3.8279  -1.4985  0.129
H  -0.8036  -5.7476  0.5074  0.112
H  0.8949  -5.1750  0.0090  0.124
H  -0.5970  -4.3545  2.5004  0.097
H  1.1703  -4.5461  2.1747  0.139
O  1.4261  3.5094  1.6412  0.058
C  1.5810  2.3340  1.9536  -0.486
C  0.7450  1.1282  1.5284  -0.055
C  1.6457  0.0102  2.0686  -0.167
C  2.3792  0.5931  3.2073  -0.118
O  2.5522  2.0130  2.7929  0.032
H  -0.2947  1.1726  1.8971  0.125
H  0.8066  1.1302  0.4437  0.077
H  0.9575  -0.8688  2.4691  0.153
H  2.3444  -0.4378  1.3948  0.083
H  1.7289  0.6686  4.1268  0.139
H  3.3533  0.1677  3.4683  0.130
O  -2.3649  -2.9129  1.7941  0.130
C  -2.9078  -2.0903  2.4724  -0.409
C  -2.6564  -0.5989  2.6406  -0.079
C  -3.9017  -0.0794  3.2101  -0.167
C  -4.7419  -1.2668  3.6136  -0.159
O  -4.0222  -2.3915  3.1767  0.033
H  -1.8461  -0.5394  3.3499  0.129
H  -2.2849  -0.1503  1.7370  0.112
H  -3.8107  0.4644  4.1437  0.112
H  -4.3923  0.6176  2.4727  0.143
H  -4.7128  -1.2484  4.7036  0.125
H  -5.7334  -1.3818  3.1815  0.133
O  2.6993  -2.5389  0.1588  0.183
C  3.6516  -2.0050  -0.2059  -0.429
C  3.9711  -1.5058  -1.6574  -0.075
C  4.8478  -0.3226  -1.4964  -0.169
C  5.4011  -0.4236  -0.0410  -0.176
O  4.6386  -1.3938  0.5728  -0.015
H  4.4688  -2.3582  -2.2239  0.148
H  3.0547  -1.3028  -2.1476  0.093
H  5.6197  -0.2350  -2.2268  0.068
H  4.2559  0.5914  -1.4798  0.107
H  6.4458  -0.7818  -0.1232  0.130
H  5.2977  0.5027  0.5350  0.129
Cl  5.7848  -0.4308  -5.0835  0.514
C  4.4689  0.7554  -5.1111  -1.079
Cl  4.2242  1.5573  -6.6214  0.564
H  3.6363  0.2565  -4.7465  -0.036
H  4.7781  1.4776  -4.3081  0.046
Cl  0.6512  0.5598  -3.8388  0.537
C  0.0230  1.7809  -2.7098  -0.969
Cl  1.3091  2.6369  -1.7979  0.578
H  -0.5488  2.5079  -3.2741  0.042
H  -0.6826  1.3715  -2.0671  -0.038

max |F| = 0.12528 hartree/bohr
electronic energy = -4028.7937 Eh
SMILES = O=C1OC[C@@H](F)O1.O=C1OC[C@@H](F)O1.O=C1CCCO1.O=C1CCCO1.O=C1CCCO1.O=C1CCCO1.ClCCl.ClCCl
LUMO = 0.46 eV
frontier orbital gap = 10.3159 eV
net charge = 0

Entry 2:
This record from the OMol25 dataset describes C24H34ClEuN2O6S as an isolated structure. The level of theory is wB97M-V/def2-TZVPD.

Each line ends with the Löwdin spin population.
Element x y z (Å)
Eu  -0.5905  0.0894  0.0221  6.055
Cl  3.5954  -0.5419  6.4185  0.000
C  2.7515  -0.6520  4.9148  0.000
C  3.0032  -1.7389  4.0609  0.001
C  2.3560  -1.8725  2.8575  -0.001
C  1.4153  -0.9112  2.4400  0.000
O  0.7842  -1.0451  1.3081  -0.012
C  1.1713  0.1917  3.3043  0.000
C  0.2659  1.2391  2.9800  0.001
O  -0.3837  1.3666  1.9209  -0.011
C  1.8474  0.3016  4.5448  0.001
H  3.7257  -2.4820  4.3730  0.000
H  2.5655  -2.7135  2.2111  0.000
H  0.1361  2.0218  3.7383  0.000
H  1.6467  1.1466  5.1905  0.000
C  6.5131  1.3220  -0.4050  0.000
O  5.3787  0.5647  -0.8498  0.000
C  4.1695  1.1025  -0.7999  0.000
C  3.9209  2.4138  -0.3168  -0.001
C  2.6475  2.8554  -0.3041  0.000
C  1.5250  2.0716  -0.7427  -0.002
C  0.2421  2.7048  -0.7672  -0.002
C  0.0664  4.1544  -0.4229  -0.001
O  -0.8124  2.0696  -1.0413  -0.008
C  1.8167  0.7428  -1.2211  0.000
O  0.8496  -0.0862  -1.5747  -0.008
C  3.1303  0.2936  -1.2415  0.000
H  7.3675  0.6734  -0.5635  0.000
H  6.4169  1.5591  0.6540  0.000
H  6.6241  2.2280  -0.9995  0.000
H  4.7199  3.0525  0.0228  0.000
H  2.4780  3.8624  0.0515  0.000
H  0.4893  4.3764  0.5547  0.000
H  -0.9927  4.3935  -0.4190  0.000
H  0.5778  4.7884  -1.1480  0.000
H  3.3345  -0.7082  -1.5885  0.000
N  -3.3272  0.9805  -4.6521  0.000
C  -2.2584  -0.0794  -4.7926  0.000
C  -1.4449  -0.1254  -3.5124  0.000
N  -2.2559  -0.3453  -2.3127  -0.003
C  -3.3339  0.6397  -2.2111  0.000
C  -4.2076  0.7141  -3.4519  0.000
H  -3.8909  1.0327  -5.5026  0.000
H  -2.8811  1.8962  -4.5481  0.000
H  -1.6529  0.1800  -5.6592  0.000
H  -2.7919  -1.0091  -4.9923  0.000
H  -0.8990  0.8114  -3.3727  0.000
H  -0.6816  -0.8980  -3.5927  0.000
H  -2.6418  -1.2855  -2.3126  0.000
H  -2.8804  1.6158  -2.0185  0.000
H  -3.9624  0.4083  -1.3506  0.000
H  -4.9393  1.5185  -3.4001  0.000
H  -4.7200  -0.2234  -3.6695  0.000
C  -1.7814  -2.5633  3.2441  0.000
C  -3.2167  -2.3318  2.8138  0.000
S  -3.5024  -1.9986  1.0798  -0.001
O  -2.6107  -0.8032  0.7211  -0.007
C  -2.7521  -3.4430  0.2888  0.000
C  -1.2939  -3.2855  -0.1016  0.000
H  -1.7338  -2.5503  4.3317  0.000
H  -1.1148  -1.7873  2.8676  0.000
H  -1.4087  -3.5300  2.9070  0.000
H  -3.6760  -1.4795  3.3187  0.000
H  -3.8663  -3.1904  3.0131  0.000
H  -3.3758  -3.6580  -0.5800  0.000
H  -2.8945  -4.2741  0.9824  0.000
H  -1.1500  -2.4512  -0.7977  0.000
H  -0.9797  -4.1760  -0.6458  0.000
H  -0.6272  -3.1430  0.7464  0.000

max |F| = 0.02068 hartree/bohr
electronic energy = -3064.1868 Eh
spin multiplicity = 7
⟨S²⟩ = 12.0115
LUMO (spin up / spin down) = -5.23 / -5.05 eV
frontier orbital gap (spin up / spin down) = 7.3004 / 7.4894 eV
net charge = +2

Entry 3:
This record from the OMol25 dataset describes C24H34F6O2S6SbTc as an isolated structure. The level of theory is wB97M-V/def2-TZVPD.

Each line ends with the Löwdin spin population.
Element x y z (Å)
Tc  1.9808  0.5534  -0.4379  1.018
C  5.1333  -0.5984  -0.6887  0.005
C  4.9766  -0.1606  0.7424  -0.003
S  3.5918  0.9759  1.2131  -0.073
C  3.9604  2.8292  1.1866  -0.008
C  3.6968  3.4248  -0.1560  -0.001
S  2.1403  2.8715  -0.8797  0.005
C  2.2390  3.2425  -2.6095  0.002
C  1.4241  2.3084  -3.4703  -0.003
S  1.0851  0.5439  -2.7353  -0.071
C  2.0723  -0.8461  -3.5335  -0.003
C  3.5535  -0.8493  -3.2096  0.007
S  3.9918  0.3736  -1.8825  -0.001
H  4.9456  -1.6514  -0.7884  0.000
H  6.1043  -0.4098  -1.1415  0.000
H  5.9162  0.3140  1.1448  -0.001
H  4.7030  -1.1051  1.3228  0.000
H  4.9829  3.0114  1.5466  0.000
H  3.3131  3.2526  1.9928  0.000
H  4.5673  3.3443  -0.8706  0.001
H  3.5576  4.5078  -0.0066  -0.001
H  3.2648  3.2609  -2.9872  0.001
H  1.7818  4.2612  -2.6958  -0.001
H  1.9474  2.0165  -4.3897  0.000
H  0.3546  2.6526  -3.5867  -0.001
H  1.8370  -0.6467  -4.6186  -0.003
H  1.6028  -1.7310  -3.0777  0.000
H  4.1664  -0.5770  -4.0811  0.000
H  3.7747  -1.8347  -2.8299  0.000
O  0.4376  1.1379  0.8273  0.097
S  -0.7525  2.0182  0.2170  0.015
C  -2.0136  0.7976  -0.4768  0.007
C  -3.4096  1.3840  -0.9628  0.002
C  -4.4667  0.2824  -1.2651  0.013
C  -4.4563  -0.8820  -0.2796  0.084
S  -3.4669  -2.2848  -1.0057  0.151
O  -2.3064  -1.7489  -1.6862  0.156
C  -2.9961  -2.9182  0.6134  0.163
C  -3.8115  -3.8936  1.1115  0.103
C  -3.3843  -4.6112  2.2490  0.014
C  -2.2191  -4.2987  2.9110  0.190
C  -1.4733  -3.2327  2.4377  0.074
C  -1.8577  -2.4959  1.3014  0.037
C  -1.7599  2.4029  1.6182  0.000
C  -2.7167  3.3866  1.4671  0.000
C  -3.8066  3.4073  2.3502  0.000
C  -3.8394  2.4960  3.4105  0.000
C  -2.8419  1.5545  3.5889  0.000
C  -1.7379  1.5594  2.7541  0.001
H  -2.1336  0.0168  0.3192  0.000
H  -1.5277  0.2477  -1.3368  0.000
H  -3.1949  2.0289  -1.8958  0.000
H  -3.8616  2.0278  -0.2414  0.000
H  -4.3735  -0.1567  -2.2401  0.001
H  -5.4917  0.6601  -1.2373  0.004
H  -5.4766  -1.2404  -0.0275  -0.001
H  -4.0618  -0.5226  0.6907  0.001
H  -4.7313  -4.1669  0.6639  0.003
H  -4.1046  -5.2939  2.5978  -0.002
H  -1.8856  -4.7982  3.8310  0.006
H  -0.5002  -3.0739  2.8964  0.001
H  -1.1877  -1.6924  0.9791  -0.001
H  -2.6178  4.1007  0.6404  0.000
H  -4.5037  4.2272  2.2947  0.000
H  -4.7021  2.5510  4.0819  0.000
H  -2.8752  0.7960  4.3614  0.000
H  -0.8877  0.8668  2.8446  0.000
F  1.7146  -1.5086  0.1695  0.010
Sb  2.0099  -3.4224  0.1466  0.000
F  0.3066  -3.8179  -0.4430  0.000
F  1.4199  -3.5986  1.9905  0.000
F  2.4912  -5.3153  0.2488  0.000
F  3.8035  -3.0726  0.6546  0.000
F  2.5854  -3.2380  -1.6426  0.000

max |F| = 0.14550 hartree/bohr
electronic energy = -4393.1752 Eh
spin multiplicity = 3
⟨S²⟩ = 2.2395
LUMO (spin up / spin down) = -15.55 / -14.93 eV
frontier orbital gap (spin up / spin down) = 3.8159 / 4.3900 eV
net charge = +4

Entry 4:
This record from the OMol25 dataset describes C24H34GeN2O4RhSe3 as an isolated structure. The level of theory is wB97M-V/def2-TZVPD.

Each line ends with the Löwdin spin population.
Element x y z (Å)
Rh  -0.0032  0.5408  0.3408  2.457
O  -0.4744  2.0422  -1.0517  0.149
C  -1.1887  3.1125  -0.8872  0.009
C  -1.1895  4.0872  -1.9192  0.011
C  -1.8855  5.2665  -1.8071  -0.002
C  -2.6453  5.5390  -0.6647  0.007
C  -2.6891  4.5913  0.3358  -0.002
C  -1.9867  3.3832  0.2638  0.006
C  -2.1775  2.4567  1.3751  0.001
N  -1.5362  1.3932  1.5743  0.079
N  -1.8982  0.6817  2.7214  0.008
C  -1.3614  -0.5066  2.7178  0.009
O  -0.6854  -1.0483  1.7834  0.112
C  -1.5857  -1.3314  3.9490  0.005
C  -2.0762  -0.7651  5.1178  0.001
C  -2.2364  -1.5390  6.2594  0.000
C  -1.9124  -2.8894  6.2404  0.000
C  -1.4315  -3.4609  5.0706  0.000
C  -1.2666  -2.6810  3.9306  0.001
H  -0.6060  3.8632  -2.8057  0.001
H  -1.8477  5.9887  -2.6151  0.000
H  -3.1897  6.4701  -0.5671  0.001
H  -3.2865  4.7775  1.2248  0.000
H  -2.9492  2.6952  2.1140  0.004
H  -2.3199  0.2890  5.1144  0.000
H  -2.6104  -1.0866  7.1704  0.000
H  -2.0273  -3.4914  7.1343  0.000
H  -1.1799  -4.5151  5.0445  0.000
H  -0.8801  -3.1035  3.0109  0.000
O  2.2793  2.4707  -0.5660  0.009
C  3.5520  2.4271  0.0467  0.003
C  3.9335  0.9819  0.3596  0.005
C  5.4631  1.0002  0.4907  0.000
O  6.0385  -0.2629  0.8236  0.001
C  3.3669  0.4532  1.6980  0.039
Se  1.6666  1.1448  2.3801  0.400
C  3.5472  0.0581  -0.8084  0.059
Se  1.7065  -0.6271  -0.8982  0.499
H  1.9324  3.3649  -0.5683  0.000
H  3.5854  3.0069  0.9760  0.002
H  4.3047  2.8370  -0.6443  0.000
H  5.7376  1.7493  1.2430  0.000
H  5.9158  1.2960  -0.4574  0.000
H  5.5621  -0.6084  1.5856  0.000
H  4.0762  0.6735  2.5037  0.011
H  3.2447  -0.6271  1.6407  0.005
H  4.1666  -0.8343  -0.7825  0.007
H  3.7168  0.5650  -1.7598  0.013
C  -1.9621  -3.0457  -5.4553  0.000
Ge  -1.1629  -2.1235  -3.9152  0.001
C  0.5586  -2.9824  -3.6044  0.003
C  -0.8959  -0.2285  -4.2838  0.002
C  -2.4613  -2.2465  -2.4589  0.011
Se  -1.8748  -1.7221  -0.6631  0.053
C  -0.7821  -3.2921  -0.2951  0.005
H  -1.2906  -2.9917  -6.3176  0.000
H  -2.9247  -2.6097  -5.7375  0.000
H  -2.1186  -4.1000  -5.2088  0.000
H  1.1914  -2.7893  -4.4757  0.000
H  0.4518  -4.0643  -3.4893  0.000
H  1.0520  -2.5731  -2.7211  0.004
H  -0.1610  -0.0805  -5.0788  0.000
H  -0.5309  0.2612  -3.3744  0.003
H  -1.8355  0.2449  -4.5789  0.000
H  -2.9154  -3.2377  -2.4029  0.002
H  -3.2576  -1.5370  -2.6958  0.000
H  -0.4932  -3.7470  -1.2385  0.000
H  -1.3539  -3.9956  0.3053  0.001
H  0.0974  -2.9679  0.2511  0.004

max |F| = 0.02659 hartree/bohr
electronic energy = -10737.1501 Eh
spin multiplicity = 5
⟨S²⟩ = 6.0213
LUMO (spin up / spin down) = 2.53 / 1.30 eV
frontier orbital gap (spin up / spin down) = 6.1020 / 5.7901 eV
net charge = -1